This record from the OMol25 dataset describes a cluster of 8 separate species, C48H107N11O8 in total. The level of theory is ωB97M-V with the def2-TZVPD basis set.

```
174
Properties=species:S:1:pos:R:3:forces:R:3:mulliken_charge:R:1
C 16.194215 12.188406 15.675348 0.2472 1.2554 0.2058 -1.0882
C 15.108620 11.139839 15.791990 0.3548 -0.1153 1.0401 2.2063
C 13.711657 11.732287 15.549185 -0.2156 -1.5446 1.5362 -1.6709
C 13.424390 11.980415 14.130845 0.0793 1.1156 -0.6485 2.0145
C 13.628781 10.782333 13.262720 0.8790 -2.2710 0.6564 -1.9758
C 15.029553 10.013934 13.473778 -2.2896 2.0222 -0.3061 1.2737
N 15.241155 9.991740 14.907359 -1.2189 -0.4073 -0.3611 0.2443
O 16.334833 9.191362 15.205357 2.4095 0.8361 -1.5285 -0.5138
C 14.957252 8.589200 12.989792 0.9981 -0.2394 -1.3740 -1.9494
C 16.084966 10.777857 12.581132 0.2129 0.1221 1.9198 -1.3177
C 15.140485 10.563021 17.216162 -0.4293 -0.0981 0.8373 -1.8912
H 16.079469 12.940903 16.496915 -0.1630 -0.4852 -0.7388 0.2353
H 16.054753 12.707623 14.710117 0.5521 0.0120 0.4795 -0.1948
H 17.232742 11.835149 15.816092 -0.4987 -0.2082 -0.4279 0.3051
H 13.047129 10.936327 15.923023 -0.1218 0.1695 -0.1371 0.6722
H 13.466878 12.611508 16.148827 0.5557 0.0980 0.0930 -0.0493
H 14.103719 12.813160 13.863128 -0.6254 -0.0754 -0.5298 -1.1345
H 12.370505 12.268674 14.070903 0.2354 0.4850 -0.3349 0.3590
H 13.610876 11.019598 12.232980 -0.2228 0.4727 -1.2539 0.4643
H 12.801642 10.052606 13.423663 0.5526 0.3329 0.0974 0.4029
H 15.974333 8.216365 13.116176 -0.0497 -0.4202 -0.2589 0.4095
H 14.317880 7.862663 13.476424 -0.4322 0.4293 0.3589 0.4025
H 14.764470 8.595183 11.898466 -0.0768 -0.0937 0.5028 0.3806
H 16.149848 11.837058 12.811908 -0.1491 0.1617 0.4580 0.1573
H 17.090222 10.387188 12.775607 0.0305 -0.0832 -0.5111 0.3468
H 15.839327 10.800800 11.544760 -0.1390 -0.7517 -0.8673 0.5903
H 15.994933 9.877502 17.396622 -0.2419 0.9128 -0.0753 0.3834
H 14.256425 9.909234 17.365510 0.2763 0.4807 -0.0249 0.5000
H 15.100249 11.421272 17.953114 0.1700 -1.0711 -0.6287 0.1626
H 17.013218 9.530363 14.522284 -0.7215 -0.9592 1.8293 0.4479
C 16.654741 17.386132 15.222292 -0.0502 1.3413 -1.4959 3.1854
C 17.632164 16.731847 16.196230 -0.0582 0.8485 -0.3042 1.3857
C 18.935540 17.487108 16.026483 0.9049 -0.3764 0.8861 -1.0453
C 18.747275 18.936364 16.449255 3.5483 1.0829 1.0621 0.9548
C 18.493861 18.985097 17.962897 -1.2527 0.2847 0.1475 -1.3293
C 17.103135 18.287175 18.227442 1.4065 0.5040 -0.4053 1.7901
N 17.286415 16.875661 17.644926 -0.2799 1.0225 0.6548 0.0768
O 16.188308 16.064010 18.105681 -0.5783 0.3948 -2.1892 -0.4172
C 16.969253 18.069697 19.719793 1.3383 -0.2278 -0.0133 -1.8387
C 15.897831 19.208693 17.706531 1.4382 -2.4933 -0.0265 -0.5405
C 17.757494 15.303975 15.833200 2.5902 -1.8885 0.3059 -1.8355
H 16.463251 18.400429 15.636788 -0.2896 -0.9237 -0.9730 -2.4040
H 15.734539 16.838270 15.031895 -0.0723 -0.1820 0.5268 -0.7268
H 17.073452 17.512075 14.147939 -0.2173 -0.1638 1.7782 0.0250
H 19.702769 17.016433 16.740264 -0.9451 0.6547 -1.0052 0.2425
H 19.329568 17.364199 15.003135 -0.3090 0.1407 0.3143 0.4121
H 18.155767 19.621455 15.869216 -0.8012 -0.3005 -0.2860 -0.8065
H 19.753355 19.429232 16.341736 -0.5465 -0.3868 -0.1140 0.3400
H 18.507105 20.046138 18.403852 -0.1550 -1.4344 -0.7390 0.3128
H 19.278111 18.388688 18.487197 -0.5457 0.4513 -0.3508 0.3365
H 16.013161 17.653090 19.804945 -1.5549 -0.3714 1.0257 0.4201
H 17.680329 17.276458 20.014215 -0.2116 0.4162 -0.0273 0.4130
H 17.145646 18.958391 20.353527 -0.3271 -0.2737 -0.5350 0.3805
H 16.233740 19.659376 16.783253 -0.3567 0.6944 0.0937 -0.6827
H 15.057579 18.536798 17.488325 -0.0876 0.3075 0.0751 0.0993
H 15.652417 19.893324 18.487980 -0.2051 0.6594 0.2994 0.5571
H 18.111350 15.075084 14.772799 -0.5673 0.6403 1.3162 0.0955
H 16.818782 14.890753 16.013042 -1.6357 -1.0809 -0.2058 -0.0937
H 18.440287 14.731796 16.557084 -0.6389 0.9162 -0.9833 0.4414
H 15.503415 16.112753 17.362432 0.4583 -0.2661 1.1823 0.5501
C 8.885914 14.754853 11.764454 -0.0769 0.5961 2.5515 -1.5914
C 10.281707 15.272478 11.432857 0.4099 0.0663 -2.0342 1.2343
C 10.405826 15.069697 9.882731 -1.1100 -0.8580 0.7013 -1.1759
C 9.416424 15.918174 9.127438 0.7052 1.8152 -0.6737 -0.9010
C 9.919230 17.355016 9.403871 0.9938 0.0657 1.4862 -1.0970
C 9.852715 17.711915 10.978891 -1.1162 1.2375 -1.0461 1.3544
N 10.570396 16.705770 11.679319 0.6116 -2.4259 0.3437 1.1076
O 10.521477 16.897530 13.046402 0.5639 0.8233 2.2420 -0.1595
C 10.510937 19.084857 11.240366 1.7698 -0.3196 -0.4551 -1.7662
C 8.408808 17.934716 11.497494 -0.5421 -0.1302 -2.4010 -1.8214
C 11.341472 14.385469 12.124603 0.3536 0.2449 -0.7253 -1.3875
H 8.891296 13.769387 11.336120 -0.6054 -0.5634 0.0796 0.5393
H 8.059621 15.368454 11.422419 0.1239 -0.2179 -0.3791 0.2614
H 8.720901 14.710630 12.894532 0.3165 -0.2907 -1.2927 0.1626
H 11.348446 15.358310 9.518202 1.6283 0.2327 -0.1611 0.1509
H 10.309337 14.001680 9.702927 -0.1634 -0.1552 -0.1373 0.6434
H 8.440728 15.893337 9.503066 -1.5725 -0.5550 0.6551 0.4647
H 9.288815 15.740565 8.045207 0.5890 -0.1463 0.3747 0.3643
H 9.456785 18.189520 8.899290 -0.5150 -0.0071 -0.3962 0.5598
H 10.993825 17.350733 9.097347 -0.6095 0.3763 0.3594 0.1622
H 10.532039 19.350865 12.321340 -0.3726 -0.1471 -0.7728 0.3385
H 11.591072 18.980386 10.940084 -0.8149 0.3240 0.1556 0.0406
H 10.037872 19.873259 10.616355 0.2801 -0.4412 0.5428 0.4934
H 8.349173 17.947303 12.574651 -0.1536 -0.2223 0.2010 0.2488
H 8.100645 18.910639 11.095424 -0.0166 -0.0770 0.4340 0.5130
H 7.717612 17.246002 10.968006 0.1254 0.1446 0.9366 0.4702
H 12.347126 14.796093 11.893140 -0.5482 0.0001 0.6006 -0.5110
H 11.383630 13.368168 11.705238 -0.4420 0.2385 -0.0839 0.5719
H 11.141674 14.261834 13.185675 0.3157 0.3191 0.1490 0.3682
H 9.773288 16.499226 13.557040 0.1041 0.1498 -0.9516 0.2805
C 17.129817 23.607201 13.422208 1.5223 1.7725 0.3044 -1.6856
C 16.428236 22.255083 13.370846 -0.5391 0.7434 1.5745 1.6358
C 15.601606 22.191916 14.730190 0.5856 -0.6538 -1.0234 -1.6795
C 14.497882 21.155694 14.592601 0.9639 0.1555 -0.3842 0.8405
C 13.687748 21.508145 13.392372 -1.9071 0.9708 0.0237 -1.5353
C 14.390933 21.428367 12.050087 1.9169 -0.5161 0.6211 2.6038
N 15.536485 22.321293 12.220303 0.6985 0.8447 -0.1271 0.0201
O 16.436707 22.283138 11.101593 -0.3953 -0.8104 0.0810 -0.4816
C 14.869367 20.005232 11.672036 -0.0063 -0.8227 1.5929 -0.7511
C 13.565409 21.925846 10.925102 -0.9338 -1.2809 -1.0992 -2.3645
C 17.455045 21.134310 13.443486 1.2824 -0.6963 0.6267 -1.2671
H 18.033239 23.643995 14.108401 -1.2223 -0.2446 -0.4689 0.3561
H 16.455607 24.417743 13.713175 -0.2278 -0.3150 0.4538 0.4134
H 17.514551 24.063708 12.497738 0.0228 -1.0077 -0.2331 0.3362
H 16.333155 21.845701 15.479950 -0.3307 0.6903 0.0650 0.2671
H 15.181061 23.190543 14.933945 0.1989 -0.4742 0.1865 0.5667
H 13.874724 21.117285 15.446326 -0.7290 0.2050 1.0721 0.7949
H 14.888571 20.144877 14.521876 0.3652 -0.2139 -0.1678 -1.0086
H 13.267032 22.557967 13.585282 0.5912 -1.1867 -0.6262 0.3242
H 12.816334 20.864682 13.359275 -0.3668 -0.2423 -0.1842 0.2636
H 15.377034 19.498906 12.555189 -0.7862 0.4307 -0.9349 -0.2074
H 14.018611 19.388031 11.322265 0.4964 0.1835 0.1944 -0.2045
H 15.646794 20.052190 10.919699 -0.1110 0.1165 -0.3664 0.5592
H 12.638428 21.326210 10.909288 0.2614 0.2538 -0.2626 0.1247
H 13.306093 22.940158 10.904342 -0.4302 1.6775 0.7577 0.5830
H 14.081058 21.806228 9.976414 0.1007 -0.5028 -0.1709 0.4633
H 17.185164 20.346570 14.186507 -0.1611 0.2453 -0.9300 0.0183
H 18.360360 21.582877 13.906922 -0.3502 -0.3432 -0.3560 0.4215
H 17.794778 20.684356 12.497350 -0.4466 0.2059 0.2763 0.0994
H 16.146212 23.020709 10.582802 -0.0946 0.6643 -0.5007 0.3854
C 19.091741 14.938748 9.140020 1.0957 -0.3750 1.9537 -1.8996
C 17.548845 15.018196 9.036013 -0.1312 0.3682 0.8816 1.8113
C 16.939346 13.627606 8.784124 0.1749 -0.3696 -0.4854 -1.4910
C 15.430261 13.442943 8.870499 -0.7170 0.9196 -0.0701 -0.6588
C 15.040992 13.922603 10.278238 -0.5597 0.3006 0.2182 -0.7033
C 15.507973 15.366066 10.572139 0.4550 0.8514 1.7074 2.2524
N 16.986753 15.413822 10.400528 0.3970 -0.1086 -1.8277 -0.0378
O 17.410712 16.763341 10.668723 -0.7271 -0.2775 -0.4099 -0.3809
C 14.636533 16.484136 9.922552 -1.8703 -1.4852 1.9073 -0.8742
C 15.394208 15.614566 12.140350 -1.3676 0.7057 -1.5291 -0.5497
C 17.149524 16.050648 7.951908 -1.8171 0.1856 2.6875 -1.5482
H 19.517458 14.283278 9.983173 -1.1896 0.5942 -0.9197 0.3104
H 19.565475 15.909280 9.371970 -0.5568 -0.0591 -0.2792 0.4024
H 19.637626 14.574162 8.277565 -0.4939 -0.0774 -0.6063 0.4190
H 17.190629 13.342229 7.786881 0.6552 -0.2777 -0.8718 0.4843
H 17.374605 12.866882 9.443895 0.2266 0.3508 0.0723 0.2702
H 15.197797 12.383328 8.675492 0.0567 0.2660 0.3985 0.4537
H 14.877041 13.977722 8.045061 0.5450 -0.1671 0.8876 0.3475
H 15.575864 13.284230 11.004927 -0.3200 0.1293 -0.1779 0.0545
H 13.950465 13.899750 10.533086 0.7656 -0.2217 -0.4149 0.0429
H 13.637962 16.524134 10.549072 1.7689 -0.0287 -1.1483 -0.2634
H 15.069787 17.451168 9.969773 0.6184 0.7857 0.1299 0.1924
H 14.344952 16.265525 8.926801 -0.2298 -0.1923 -1.0650 0.5016
H 16.275025 15.225964 12.600988 0.3742 -0.4317 0.5914 0.8581
H 15.301260 16.710184 12.351775 0.1195 -0.9208 -0.1345 -0.7910
H 14.463770 15.110609 12.438155 0.3324 0.1534 0.4526 -0.5077
H 16.079823 15.861865 7.829309 0.0086 0.4462 -0.3181 0.3325
H 17.582709 15.896748 7.029719 1.3176 -0.3607 -1.9247 0.5658
H 17.272732 17.101319 8.309135 0.1054 -0.9242 -0.3058 0.1791
H 18.167110 16.565141 11.196645 0.8807 0.2531 0.7415 0.3423
C 12.448947 15.188782 19.433409 -0.5834 0.9403 -2.6597 0.4993
O 11.311259 15.302402 18.957040 -0.5422 -0.3381 0.9810 -0.7909
N 13.220309 16.300723 19.506727 0.9289 -0.4416 0.9303 -0.2039
N 12.991881 13.957289 19.649627 1.8559 0.3913 0.4908 -0.4828
H 14.234607 16.156810 19.570167 -0.6854 0.7039 -0.0841 0.0534
H 12.791603 17.195407 19.246532 0.5890 -0.9679 0.0602 0.2299
H 13.985016 13.819984 19.403178 -0.9419 0.1725 0.4148 0.2602
H 12.392739 13.196740 19.433201 -0.4256 -0.4017 -0.2727 0.2652
C 13.035069 15.953336 15.791967 -0.0209 -0.5397 2.0436 -0.1755
O 13.984542 15.614641 16.555008 -0.9798 0.5426 -1.6393 -0.2604
N 11.878762 15.166629 15.842982 -0.1542 1.3207 -0.9439 0.1654
N 13.044625 17.113581 15.062971 0.0429 -0.1405 -1.1327 0.1130
H 10.914678 15.529816 15.687068 1.1293 0.0902 -0.4522 -0.2593
H 11.898450 14.564034 16.633564 0.2363 -0.4315 0.5713 0.4393
H 12.370634 17.221657 14.278302 0.4311 -0.2971 0.8254 0.0873
H 13.970750 17.538813 14.883132 -0.9911 -0.5834 0.3845 -0.1395
C 8.367360 16.061310 16.407679 0.2253 0.9983 -1.3466 0.4002
O 8.988763 16.122656 15.315732 0.0432 -0.5921 1.4242 -0.7014
N 7.057992 16.393722 16.400970 -1.7166 -0.1572 0.0295 -0.4956
N 8.897451 15.810554 17.611014 0.5672 0.0238 0.3112 -0.2360
H 6.676955 16.486243 15.465486 -0.0275 -0.0545 0.4342 0.2528
H 6.405732 16.124896 17.148687 0.7310 0.2028 -0.6977 0.1986
H 8.368834 16.076117 18.451898 0.7483 -0.3215 -0.7681 0.2164
H 9.920700 15.803785 17.650228 -0.5339 -0.1512 0.6353 0.1671
```
Positions in Å, forces in eV/Å.

Results
* energy above the lowest of the compared OMol25 structures with the same formula, charge and spin: 71.0 kJ/mol
* strongest force on any atom: 3.9 eV Å⁻¹
* SMILES: CC1(C)CCCC(C)(C)N1O.CC1(C)CCCC(C)(C)N1O.CC1(C)CCCC(C)(C)N1O.CC1(C)CCCC(C)(C)N1O.CC1(C)CCCC(C)(C)N1O.NC(N)=O.NC(N)=O.NC(N)=O
* LUMO level: 0.42 eV